{"formula": "C3H3O2Sc", "method": "the ωB97M-V functional and the def2-TZVPD basis", "species": ["C", "C", "H", "H", "H", "O", "C", "O", "Sc"], "xyz": [[0.3020, -1.7620, -2.6611], [-0.1839, -1.2360, -1.5443], [1.3215, -1.5660, -2.9950], [-1.1937, -1.4077, -1.1661], [-0.3243, -2.4382, -3.2417], [0.6429, -0.5542, -0.6589], [0.0908, 0.0328, 0.3933], [0.8434, 0.8039, 1.0400], [-1.1090, 1.3926, 1.6173]], "atomic_forces_ev_per_a": [[0.1783, 0.3130, 0.5387], [-1.0716, -1.7870, -1.0555], [-0.2077, -0.1964, 0.1473], [0.3251, 0.0589, -0.1432], [0.0520, 0.4537, -0.0022], [-1.5374, 1.5702, 2.7668], [2.0863, 0.0829, -2.9061], [-2.5602, 0.9775, 1.7094], [2.7352, -1.4728, -1.0553]], "spin_multiplicity": 1, "e_tot_ha": -1026.49727, "orbital_gap_ev": [4.937, 4.938], "lumo_energy_ev": [-12.44, -12.44], "total_charge": 2, "relative_energy_kcal_mol": 29.4, "fmax_ev_per_a": 3.58}